{
  "formula": "C19H17NOsS2Se",
  "method": "the ωB97M-V functional and the def2-TZVPD basis",
  "elements": ["Os", "C", "C", "S", "C", "C", "S", "H", "H", "H", "H", "H", "H", "C", "C", "C", "C", "C", "C", "C", "C", "C", "C", "C", "C", "C", "C", "H", "H", "H", "H", "H", "H", "H", "H", "H", "H", "H", "Se", "C", "N"],
  "xyz": [[0.19587, -0.51364, -0.29834], [-2.57131, -2.57444, 2.91767], [-1.82290, -1.61467, 2.03110], [-1.30234, -2.26101, 0.51913], [-1.61299, -0.31499, 2.39371], [-2.13330, 0.27666, 3.67836], [-0.74989, 0.79560, 1.39606], [-2.61547, -3.55460, 2.44995], [-3.59056, -2.22883, 3.10080], [-2.07066, -2.67366, 3.88288], [-2.39746, -0.49642, 4.39678], [-3.02264, 0.88243, 3.48840], [-1.37730, 0.92659, 4.11672], [3.73661, -2.48463, 3.68260], [4.75917, -1.69150, 3.18224], [4.49717, -0.76049, 2.19182], [3.20882, -0.59841, 1.67125], [2.19320, -1.40504, 2.19284], [2.45069, -2.33736, 3.18108], [3.00063, 0.39080, 0.61433], [1.91475, 0.58892, -0.14964], [1.92320, 1.57573, -1.25317], [2.94800, 1.56060, -2.20483], [2.93322, 2.44545, -3.26930], [1.89508, 3.35565, -3.40960], [0.87185, 3.38042, -2.47425], [0.87984, 2.49752, -1.40711], [3.94455, -3.21413, 4.45462], [5.76792, -1.79803, 3.56041], [5.30249, -0.14918, 1.80122], [1.17881, -1.29556, 1.82545], [1.64700, -2.95352, 3.56521], [3.86415, 1.02777, 0.42694], [3.74212, 0.83082, -2.10839], [3.73346, 2.42078, -3.99850], [1.87994, 4.03959, -4.24807], [0.06235, 4.09165, -2.57717], [0.08297, 2.52609, -0.67422], [1.02771, -1.84002, -2.25087], [-0.41748, -0.75140, -2.51780], [-1.34826, -0.06225, -2.66938]],
  "forces_ev_per_angstrom": [[0.01, -0.24, 0.80], [-0.01, 0.03, -0.04], [-0.03, -0.08, -0.23], [0.22, 0.33, 0.02], [0.05, 0.44, -0.03], [0.02, 0.00, -0.10], [0.10, -0.66, 0.02], [-0.03, -0.02, 0.05], [0.01, 0.00, 0.01], [-0.02, -0.02, 0.00], [0.02, 0.03, 0.02], [0.00, -0.02, 0.02], [-0.05, 0.00, 0.09], [0.05, -0.01, 0.01], [0.04, 0.01, -0.01], [-0.05, 0.04, -0.05], [0.03, -0.13, 0.15], [0.07, 0.08, -0.14], [-0.01, -0.05, 0.07], [-0.07, 0.07, -0.01], [-0.04, 0.11, -0.09], [0.01, 0.26, -0.07], [-0.08, -0.02, 0.05], [0.07, -0.01, -0.03], [-0.04, 0.03, 0.01], [-0.04, 0.07, -0.03], [0.18, -0.14, 0.05], [-0.03, 0.00, 0.00], [-0.02, -0.01, 0.02], [-0.01, 0.01, 0.01], [-0.08, -0.03, 0.06], [-0.01, 0.02, -0.03], [-0.02, 0.02, -0.04], [0.01, 0.00, -0.01], [-0.01, -0.01, 0.00], [0.01, 0.00, 0.00], [-0.01, -0.02, 0.01], [-0.03, 0.04, -0.02], [0.11, -0.16, 0.16], [-0.44, 0.08, -0.85], [0.10, -0.01, 0.18]],
  "lowdin_spin": [2.3831, 0.0172, 0.1535, 0.2898, 0.0983, 0.0008, 0.3394, 0.0024, 0.0053, 0.0050, 0.0003, 0.0009, 0.0008, 0.0190, -0.0014, 0.0155, 0.0086, 0.0470, 0.0023, 0.0839, 0.0499, 0.0274, 0.0124, 0.0044, 0.0127, 0.0008, 0.0212, 0.0013, -0.0005, 0.0004, 0.0216, -0.0003, 0.0039, 0.0020, 0.0001, 0.0007, -0.0003, 0.0031, 0.1718, 0.0301, 0.1655],
  "multiplicity": 5,
  "s2": 6.04,
  "homo_energy_ha": [-0.2831, -0.2925],
  "e_lumo_ev": [0.254, -2.296],
  "molar_mass_g_mol": 592.7,
  "homo_lumo_gap_ev": [7.958, 5.663],
  "total_energy_ha": -4077.35930
}